*1*
2 unconnected molecules or ions with the total composition C4H11NO2, computed with ωB97M-V/def2-TZVPD.

Calculated values
Total charge = +1
HOMO-LUMO gap (spin up / spin down) = 9.34 / 4.78 eV
Multiplicity = 2
⟨S²⟩ = 0.756
Lowest unoccupied orbital energy (spin up / spin down) = -4.40 / -8.97 eV
E_HOMO (spin up / spin down) = -13.747 / -13.747 eV

Geometry (Å):
N1 -0.03 -0.28 -2.19
C1 0.18 0.96 -1.75
C2 -0.65 1.49 -0.51
C3 -1.89 0.61 -0.27
C4 0.25 1.34 0.71
O1 1.20 1.58 -2.03
H1 -0.44 -0.96 -1.58
H2 0.46 -0.54 -3.03
H3 -0.85 2.54 -0.75
H4 -2.82 0.66 -0.85
H5 -1.56 -0.41 -0.11
H6 -2.22 0.95 0.71
H7 -0.29 1.63 1.60
H8 1.08 2.06 0.74
H9 0.70 0.36 0.77
H10 2.83 -4.53 3.16
H11 1.56 -3.62 2.78
O2 2.48 -3.82 2.61

=====

*2*
A gas-phase ion, C4H11NO2 (charge +1), computed with ωB97M-V/def2-TZVPD.

Calculated values
Total charge = +1
HOMO-LUMO gap (spin up / spin down) = 11.56 / 5.66 eV
Multiplicity = 2
⟨S²⟩ = 0.756
Lowest unoccupied orbital energy (spin up / spin down) = -3.75 / -9.24 eV
E_HOMO (spin up / spin down) = -15.306 / -14.903 eV

Geometry (Å):
C1 0.23 -1.81 0.56
O1 1.17 -2.30 1.53
C2 0.23 -0.37 0.07
C3 -0.68 -0.05 -1.03
C4 -0.36 1.34 -1.64
O2 -0.92 2.47 -0.81
N1 0.16 0.47 1.22
H1 0.19 -2.56 -0.27
H2 -0.70 -2.16 0.96
H3 1.34 -1.56 2.18
H4 1.33 -0.32 -0.33
H5 -1.72 -0.20 -0.70
H6 -0.30 -0.67 -1.89
H7 -0.65 1.71 -2.63
H8 0.78 1.46 -1.66
H9 -0.69 1.05 1.23
H10 -0.11 2.73 -0.35
H11 0.85 1.26 1.46

=====

*3*
A gas-phase ion, C4H11NO2 (charge +1), computed with ωB97M-V/def2-TZVPD.

Calculated values
Total charge = +1
HOMO-LUMO gap (spin up / spin down) = 11.93 / 6.18 eV
Multiplicity = 2
⟨S²⟩ = 0.754
Lowest unoccupied orbital energy (spin up / spin down) = -3.25 / -8.81 eV
E_HOMO (spin up / spin down) = -15.178 / -14.986 eV

Geometry (Å):
C1 -0.35 -1.13 1.11
O1 -0.91 -0.48 2.35
C2 -0.13 0.15 0.34
C3 0.90 -0.23 -0.73
C4 1.26 1.16 -1.41
O2 0.41 -1.38 -1.33
N1 -1.30 0.84 -0.08
H1 -1.05 -1.95 0.91
H2 0.55 -1.50 1.68
H3 0.44 0.73 1.12
H4 1.83 -0.34 -0.30
H5 1.02 0.89 -2.50
H6 2.23 1.47 -1.06
H7 0.55 1.84 -1.00
H8 0.03 -1.13 -2.14
H9 -1.53 1.69 0.50
H10 -2.08 0.17 0.01
H11 -1.86 -0.79 2.53

=====

*4*
2 unconnected molecules or ions with the total composition C4H11NO2, computed with ωB97M-V/def2-TZVPD.

Calculated values
Total charge = +1
HOMO-LUMO gap (spin up / spin down) = 9.22 / 5.25 eV
Multiplicity = 2
⟨S²⟩ = 0.761
Lowest unoccupied orbital energy (spin up / spin down) = -4.66 / -8.64 eV
E_HOMO (spin up / spin down) = -13.888 / -13.887 eV

Geometry (Å):
O1 -1.22 0.24 -1.15
C1 -0.41 -0.16 -0.40
C2 -0.26 0.39 1.09
C3 1.22 0.29 1.57
C4 2.29 0.12 0.49
N1 -1.12 -0.40 1.86
H1 0.25 -1.00 -0.66
H2 -0.63 1.41 1.11
H3 1.30 -0.54 2.26
H4 1.38 1.20 2.12
H5 2.39 -0.92 0.19
H6 2.10 0.70 -0.42
H7 3.24 0.41 0.91
H8 -0.82 -1.36 2.02
H9 -2.14 -0.31 1.76
H10 -2.16 0.16 -3.58
H11 -3.18 -0.09 -4.70
O2 -2.24 -0.15 -4.48

=====

Least stable = *3*